Entry 1:
{"formula": "C39H61BiBr2F6N4OPS", "method": "wB97M-V/def2-TZVPD", "species": ["Bi", "Br", "C", "Br", "H", "H", "C", "N", "C", "C", "C", "N", "C", "C", "H", "H", "H", "H", "H", "H", "H", "H", "H", "H", "H", "H", "H", "H", "H", "H", "F", "C", "C", "F", "C", "F", "C", "O", "C", "F", "C", "F", "C", "N", "C", "N", "S", "H", "H", "H", "H", "H", "H", "F", "C", "C", "C", "C", "C", "C", "H", "H", "H", "H", "C", "C", "C", "C", "C", "C", "P", "C", "C", "C", "C", "C", "C", "C", "C", "C", "C", "C", "C", "H", "H", "H", "H", "H", "H", "H", "H", "H", "H", "H", "H", "H", "H", "H", "H", "H", "H", "H", "H", "H", "H", "H", "H", "H", "H", "H", "H", "H", "H", "H", "H", "H"], "positions_angstrom": [[0.52, 1.57, -0.87], [3.14, 2.31, 2.22], [2.75, 2.11, 4.11], [0.92, 1.57, 4.38], [2.90, 3.08, 4.59], [3.40, 1.35, 4.52], [4.17, 0.95, -1.19], [2.96, 0.44, -1.82], [2.67, -0.90, -1.38], [2.94, 0.57, -3.27], [1.55, 0.97, -3.81], [1.00, 2.20, -3.21], [1.97, 3.28, -3.36], [-0.24, 2.58, -3.89], [5.09, 0.48, -1.58], [4.11, 0.75, -0.13], [4.24, 2.03, -1.31], [3.46, -1.61, -1.66], [1.73, -1.23, -1.81], [2.57, -0.91, -0.29], [3.21, -0.37, -3.76], [3.68, 1.31, -3.57], [0.84, 0.16, -3.64], [1.65, 1.12, -4.89], [2.38, 3.27, -4.38], [2.78, 3.14, -2.65], [1.51, 4.24, -3.20], [-0.07, 2.80, -4.94], [-0.65, 3.47, -3.41], [-0.95, 1.77, -3.81], [2.67, 8.54, -1.45], [2.46, 7.26, -1.16], [1.20, 6.70, -1.29], [0.17, 7.44, -1.71], [1.00, 5.34, -1.04], [-0.22, 4.84, -1.34], [2.02, 4.48, -0.62], [1.95, 3.19, -0.41], [3.29, 5.09, -0.52], [4.34, 4.30, -0.23], [3.52, 6.43, -0.78], [4.76, 6.91, -0.71], [-5.11, 0.85, -3.10], [-3.66, 0.81, -2.95], [-2.94, -0.28, -2.71], [-3.52, -1.48, -2.74], [-1.27, -0.19, -2.40], [-5.43, 1.89, -3.03], [-5.58, 0.29, -2.29], [-5.43, 0.44, -4.06], [-3.17, 1.69, -3.02], [-4.47, -1.60, -3.04], [-2.95, -2.29, -2.59], [-4.01, 4.57, 2.38], [-3.06, 3.99, 1.62], [-1.76, 3.93, 2.08], [-0.80, 3.32, 1.29], [-1.13, 2.78, 0.05], [-2.44, 2.87, -0.39], [-3.41, 3.48, 0.38], [-1.52, 4.34, 3.05], [0.22, 3.27, 1.63], [-2.71, 2.45, -1.35], [-4.43, 3.56, 0.05], [-0.24, -5.72, -1.32], [1.09, -5.40, -0.63], [1.16, -3.94, -0.19], [-0.20, -3.50, 0.35], [-1.19, -3.45, -0.83], [-0.85, -4.46, -1.93], [-0.12, -1.78, 1.13], [0.79, -2.02, 2.77], [2.28, -1.67, 2.61], [2.98, -1.90, 3.95], [3.01, -3.40, 4.28], [1.88, -4.16, 3.58], [0.60, -3.33, 3.54], [-1.85, -1.56, 1.85], [-2.73, -0.78, 0.88], [-3.95, -0.20, 1.60], [-4.52, -1.21, 2.61], [-4.12, -2.63, 2.23], [-2.60, -2.80, 2.35], [-0.95, -6.14, -0.60], [-0.08, -6.47, -2.10], [1.92, -5.60, -1.31], [1.22, -6.05, 0.24], [1.43, -3.31, -1.04], [1.94, -3.82, 0.56], [-0.52, -4.23, 1.09], [-1.17, -2.44, -1.25], [-2.20, -3.64, -0.46], [-0.13, -4.03, -2.63], [-1.75, -4.72, -2.49], [0.35, -1.21, 3.37], [2.36, -0.63, 2.30], [2.76, -2.28, 1.84], [2.43, -1.36, 4.72], [3.99, -1.51, 3.92], [2.92, -3.53, 5.36], [3.96, -3.83, 3.97], [1.69, -5.10, 4.10], [2.17, -4.42, 2.56], [0.31, -3.10, 4.57], [-0.20, -3.93, 3.12], [-1.67, -0.89, 2.70], [-3.06, -1.44, 0.07], [-2.15, 0.04, 0.43], [-4.70, 0.07, 0.86], [-3.66, 0.71, 2.12], [-5.60, -1.11, 2.66], [-4.13, -0.99, 3.61], [-4.45, -2.84, 1.21], [-4.62, -3.35, 2.88], [-2.32, -3.70, 1.80], [-2.35, -2.98, 3.40]], "gap_ev": 7.51, "de_lowest_ev": 1.1022, "spin_multiplicity": 1, "charge": 1}

Entry 2:
{"formula": "C39H61ClN4RuSbSi3", "method": "wB97M-V/def2-TZVPD", "species": ["Ru", "C", "Sb", "C", "C", "C", "C", "C", "C", "N", "Si", "C", "C", "C", "C", "C", "C", "C", "C", "C", "N", "Si", "C", "C", "C", "Si", "C", "C", "C", "H", "H", "H", "H", "H", "H", "H", "H", "H", "H", "H", "H", "H", "H", "H", "H", "H", "H", "H", "H", "H", "H", "H", "H", "H", "H", "H", "H", "H", "H", "H", "H", "H", "H", "H", "H", "H", "H", "C", "C", "C", "C", "C", "C", "C", "C", "N", "C", "C", "C", "C", "H", "H", "H", "H", "H", "H", "H", "H", "H", "H", "H", "H", "H", "H", "H", "H", "H", "H", "Cl", "C", "C", "C", "N", "C", "C", "H", "H", "H", "H", "H"], "positions_angstrom": [[-1.37, 0.11, -1.03], [3.36, -1.18, 1.38], [1.19, -1.19, 1.44], [0.78, 0.22, -0.21], [0.86, 1.57, 0.43], [2.02, 2.15, 0.77], [2.38, 3.44, 1.39], [1.73, 4.61, 1.43], [0.37, 4.92, 0.88], [-0.44, 2.20, 0.67], [1.57, -0.14, -1.87], [3.42, 0.13, -1.95], [1.18, -1.82, -2.58], [0.85, 0.97, -3.21], [0.82, -3.37, 1.12], [-0.35, -3.52, 0.16], [-0.94, -4.76, -0.11], [-1.97, -4.86, -1.03], [-2.44, -3.71, -1.66], [-1.85, -2.54, -1.27], [-0.85, -2.42, -0.42], [2.30, -4.47, 0.66], [1.83, -6.23, 0.24], [3.28, -3.94, -0.85], [3.50, -4.63, 2.08], [0.14, -3.78, 2.88], [-1.49, -2.94, 3.13], [-0.05, -5.61, 3.19], [1.28, -3.16, 4.24], [3.69, -0.19, 1.06], [3.79, -1.94, 0.74], [3.71, -1.34, 2.41], [2.89, 1.55, 0.55], [3.37, 3.44, 1.82], [2.26, 5.43, 1.91], [-0.36, 4.30, 1.39], [3.97, -0.63, -1.39], [3.69, 1.12, -1.54], [3.75, 0.10, -3.00], [1.22, -2.64, -1.87], [1.91, -2.03, -3.38], [0.19, -1.82, -3.03], [1.07, 2.03, -3.05], [-0.24, 0.86, -3.29], [1.26, 0.67, -4.18], [-0.59, -5.64, 0.41], [-2.42, -5.82, -1.24], [-3.25, -3.73, -2.37], [-2.21, -1.61, -1.74], [1.29, -6.30, -0.71], [1.23, -6.73, 1.01], [2.76, -6.80, 0.12], [2.84, -4.35, -1.76], [4.29, -4.36, -0.75], [3.38, -2.86, -0.98], [3.07, -5.24, 2.89], [3.81, -3.67, 2.51], [4.40, -5.14, 1.72], [-2.10, -2.86, 2.21], [-1.34, -1.93, 3.52], [-2.09, -3.50, 3.86], [-0.80, -6.08, 2.54], [-0.39, -5.74, 4.22], [0.89, -6.16, 3.08], [1.29, -2.06, 4.30], [2.31, -3.50, 4.15], [0.89, -3.53, 5.20], [-0.52, 4.50, -4.88], [-0.28, 4.59, -3.40], [0.45, 5.63, -2.84], [0.69, 5.70, -1.48], [1.43, 6.89, -0.93], [0.22, 4.69, -0.62], [-0.49, 3.60, -1.18], [-0.74, 3.60, -2.56], [-1.06, 2.54, -0.46], [-1.31, 1.80, 1.84], [-2.44, 2.83, 1.98], [-0.43, 1.81, 3.08], [-1.96, 0.43, 1.67], [-0.52, 5.49, -5.35], [-1.48, 4.02, -5.10], [0.25, 3.90, -5.37], [0.83, 6.42, -3.49], [1.91, 7.45, -1.73], [2.21, 6.60, -0.22], [0.75, 7.58, -0.41], [0.12, 5.95, 1.10], [-1.27, 2.76, -2.97], [-2.10, 3.77, 2.41], [-3.20, 2.41, 2.65], [-2.91, 3.03, 1.02], [0.12, 2.75, 3.18], [0.28, 0.99, 3.07], [-1.07, 1.69, 3.96], [-2.61, 0.39, 0.79], [-2.64, 0.21, 2.50], [-1.25, -0.39, 1.62], [-3.92, -1.99, 0.90], [-5.53, 2.61, -1.00], [-5.32, 1.34, -0.50], [-4.32, 0.56, -1.04], [-3.50, 0.98, -2.03], [-3.76, 2.20, -2.54], [-4.74, 3.03, -2.06], [-6.29, 3.25, -0.58], [-5.92, 0.93, 0.31], [-4.15, -0.45, -0.64], [-3.17, 2.50, -3.40], [-4.88, 4.01, -2.52]], "gap_ev": [7.93, 6.34], "spin_multiplicity": 6}

Entry 3:
{"formula": "C39H62BBrLuN9O2S2", "method": "wB97M-V/def2-TZVPD", "species": ["Lu", "C", "C", "C", "C", "C", "C", "C", "C", "C", "N", "N", "B", "N", "N", "C", "C", "C", "C", "C", "C", "C", "C", "C", "N", "N", "C", "C", "C", "C", "C", "C", "C", "C", "C", "H", "H", "H", "H", "H", "H", "H", "H", "H", "H", "H", "H", "H", "H", "H", "H", "H", "H", "H", "H", "H", "H", "H", "H", "H", "H", "H", "H", "H", "H", "H", "H", "H", "H", "H", "H", "H", "H", "H", "H", "H", "H", "H", "H", "H", "H", "Br", "N", "C", "C", "N", "H", "H", "H", "H", "H", "H", "H", "H", "H", "O", "S", "N", "C", "C", "O", "S", "C", "C", "C", "C", "C", "C", "C", "C", "H", "H", "H", "H", "H", "H", "H"], "positions_angstrom": [[1.55, -0.67, -0.35], [1.47, 3.29, -2.93], [0.59, 3.48, -1.68], [1.41, 3.76, -0.41], [-0.43, 2.38, -1.57], [-1.74, 2.59, -2.01], [-2.45, 1.48, -1.60], [-3.91, 1.33, -1.68], [-4.49, 2.16, -2.84], [-4.54, 1.80, -0.36], [-1.58, 0.64, -0.99], [-0.30, 1.17, -1.03], [-1.53, -0.80, -0.43], [-2.47, -1.28, 0.74], [-1.69, -1.51, 1.83], [-2.47, -1.83, 2.82], [-3.82, -1.82, 2.42], [-3.79, -1.44, 1.10], [-5.00, -1.43, 0.21], [-5.31, -2.88, -0.22], [-6.18, -0.85, 1.00], [-1.82, -2.21, 4.13], [-2.56, -1.66, 5.35], [-1.67, -3.71, 4.21], [-1.11, -1.83, -1.51], [0.26, -2.12, -1.63], [0.35, -2.94, -2.69], [-0.89, -3.13, -3.28], [-1.79, -2.41, -2.51], [-3.22, -2.15, -2.85], [-3.25, -1.03, -3.92], [-3.92, -3.43, -3.32], [1.55, -3.60, -3.36], [2.69, -2.68, -3.80], [2.10, -4.84, -2.62], [2.05, 4.17, -3.23], [0.87, 3.01, -3.81], [2.20, 2.50, -2.77], [0.00, 4.40, -1.86], [2.04, 2.93, -0.10], [0.76, 4.09, 0.42], [2.08, 4.59, -0.61], [-2.09, 3.48, -2.46], [-4.14, 0.28, -1.84], [-4.34, 3.24, -2.70], [-5.56, 2.01, -2.92], [-4.06, 1.87, -3.81], [-4.24, 2.84, -0.14], [-4.21, 1.21, 0.49], [-5.65, 1.75, -0.45], [-0.56, -0.70, 0.25], [-4.69, -2.07, 2.99], [-4.83, -0.84, -0.68], [-5.65, -3.51, 0.60], [-4.45, -3.36, -0.69], [-6.09, -2.94, -0.96], [-6.48, -1.53, 1.80], [-7.06, -0.69, 0.37], [-5.93, 0.10, 1.42], [-0.81, -1.78, 4.08], [-3.59, -1.98, 5.39], [-2.61, -0.57, 5.39], [-2.06, -2.00, 6.25], [-2.66, -4.13, 4.39], [-0.96, -4.00, 4.99], [-1.31, -4.13, 3.29], [-1.12, -3.71, -4.14], [-3.71, -1.78, -1.95], [-2.81, -1.42, -4.81], [-2.67, -0.18, -3.59], [-4.27, -0.72, -4.16], [-3.56, -3.77, -4.28], [-4.97, -3.21, -3.46], [-3.78, -4.26, -2.63], [1.13, -4.02, -4.27], [3.36, -2.39, -2.99], [2.33, -1.80, -4.31], [3.31, -3.29, -4.50], [2.50, -4.58, -1.64], [2.91, -5.29, -3.19], [1.33, -5.61, -2.53], [3.66, -2.57, -0.41], [1.62, -0.04, 4.45], [2.05, -1.39, 4.11], [2.35, -1.56, 2.64], [1.22, -1.84, 1.75], [1.35, -0.02, 5.41], [0.40, 0.94, 3.90], [2.40, 0.60, 4.34], [1.31, -2.13, 4.43], [2.98, -1.65, 4.65], [3.07, -2.38, 2.54], [2.89, -0.66, 2.29], [0.31, -1.52, 2.08], [1.14, -2.85, 1.60], [-0.27, 1.67, 3.55], [0.04, 1.81, 1.93], [1.15, 1.00, 1.46], [8.63, 6.95, 2.87], [7.65, 6.04, 2.13], [6.46, 6.12, 2.23], [8.51, 4.90, 1.03], [7.10, 3.93, 0.45], [6.20, 4.45, -0.45], [5.21, 3.63, -0.96], [5.15, 2.28, -0.58], [6.07, 1.76, 0.31], [7.01, 2.59, 0.86], [4.08, 1.41, -0.98], [3.16, 0.65, -1.22], [8.35, 7.98, 2.66], [9.65, 6.79, 2.53], [8.57, 6.76, 3.93], [6.28, 5.47, -0.80], [4.51, 4.03, -1.67], [6.00, 0.69, 0.54], [7.74, 2.17, 1.54]], "gap_ev": 7.01, "de_lowest_ev": 0.0675, "spin_multiplicity": 1}

Entry 4:
{"formula": "C39H62ClNO6S", "method": "wB97M-V/def2-TZVPD", "species": ["C", "C", "C", "Cl", "N", "C", "C", "C", "C", "C", "C", "S", "C", "C", "C", "C", "C", "C", "H", "H", "H", "H", "H", "H", "H", "H", "H", "H", "H", "H", "H", "H", "C", "C", "C", "O", "C", "H", "H", "H", "H", "H", "H", "H", "H", "C", "C", "C", "O", "C", "H", "H", "H", "H", "H", "H", "H", "H", "C", "C", "C", "O", "C", "H", "H", "H", "H", "H", "H", "H", "H", "C", "C", "C", "O", "C", "H", "H", "H", "H", "H", "H", "H", "H", "C", "C", "C", "O", "C", "H", "H", "H", "H", "H", "H", "H", "H", "C", "C", "C", "O", "C", "H", "H", "H", "H", "H", "H", "H", "H"], "positions_angstrom": [[5.36, -3.41, 2.56], [4.88, -2.74, 1.27], [5.12, -1.24, 1.34], [6.83, -0.94, 0.82], [4.23, -0.45, 0.48], [4.45, 0.96, 0.66], [5.18, 1.67, -0.29], [5.44, 3.02, -0.12], [4.94, 3.69, 0.99], [4.18, 3.01, 1.94], [3.94, 1.65, 1.76], [2.96, 0.77, 2.94], [2.13, -0.31, 1.81], [0.80, -0.64, 1.99], [0.16, -1.44, 1.05], [0.84, -1.88, -0.08], [2.18, -1.54, -0.25], [2.84, -0.77, 0.69], [4.67, -3.13, 3.36], [5.38, -4.48, 2.46], [6.34, -3.02, 2.84], [3.82, -2.97, 1.16], [5.40, -3.16, 0.41], [5.11, -0.93, 2.38], [5.57, 1.14, -1.14], [6.03, 3.56, -0.85], [5.14, 4.74, 1.10], [3.77, 3.53, 2.78], [0.25, -0.27, 2.85], [-0.88, -1.71, 1.19], [0.32, -2.48, -0.80], [2.70, -1.87, -1.13], [-0.52, 3.90, 1.80], [-2.05, 3.82, 1.85], [-2.26, 2.34, 2.11], [-1.14, 1.90, 2.88], [-0.12, 2.90, 2.87], [-0.13, 4.90, 1.98], [-0.17, 3.57, 0.82], [-2.43, 4.41, 2.68], [-2.54, 4.16, 0.94], [-2.29, 1.77, 1.18], [-3.18, 2.13, 2.67], [-0.08, 3.37, 3.86], [0.83, 2.42, 2.67], [-2.37, -5.94, -0.26], [-1.07, -6.69, -0.49], [-0.77, -6.35, -1.94], [-1.30, -5.05, -2.17], [-2.14, -4.67, -1.07], [-2.58, -5.73, 0.79], [-3.21, -6.50, -0.67], [-0.28, -6.29, 0.16], [-1.14, -7.76, -0.31], [-1.26, -7.06, -2.63], [0.30, -6.34, -2.17], [-1.63, -3.91, -0.48], [-3.07, -4.25, -1.46], [-5.19, -0.73, -0.78], [-6.10, -0.96, 0.43], [-5.59, -2.30, 0.94], [-4.20, -2.35, 0.61], [-3.87, -1.29, -0.29], [-5.11, 0.31, -1.08], [-5.55, -1.30, -1.64], [-5.93, -0.18, 1.18], [-7.16, -0.98, 0.18], [-6.09, -3.13, 0.43], [-5.71, -2.42, 2.01], [-3.29, -0.54, 0.26], [-3.25, -1.68, -1.09], [-6.34, 1.07, 4.25], [-6.41, 1.89, 5.54], [-6.38, 3.31, 5.00], [-7.02, 3.27, 3.72], [-7.18, 1.92, 3.30], [-6.71, 0.05, 4.35], [-5.31, 1.03, 3.90], [-7.36, 1.70, 6.05], [-5.60, 1.68, 6.23], [-5.36, 3.67, 4.87], [-6.91, 4.02, 5.64], [-8.24, 1.65, 3.38], [-6.87, 1.82, 2.26], [9.48, 2.32, -3.35], [10.07, 3.70, -3.67], [8.81, 4.51, -3.94], [7.78, 3.95, -3.11], [8.23, 2.70, -2.58], [10.15, 1.68, -2.78], [9.21, 1.80, -4.27], [10.60, 4.09, -2.81], [10.75, 3.70, -4.52], [8.49, 4.44, -4.98], [8.93, 5.57, -3.69], [8.44, 2.83, -1.51], [7.42, 1.97, -2.68], [-3.74, -0.02, -6.16], [-3.35, -1.38, -5.59], [-3.28, -1.07, -4.10], [-4.23, -0.04, -3.85], [-4.69, 0.51, -5.10], [-4.21, -0.08, -7.15], [-2.86, 0.62, -6.24], [-4.14, -2.11, -5.78], [-2.42, -1.77, -5.98], [-2.28, -0.70, -3.82], [-3.51, -1.94, -3.48], [-5.71, 0.17, -5.27], [-4.69, 1.59, -5.03]], "gap_ev": 8.78, "de_lowest_ev": 0.0000, "spin_multiplicity": 1, "smiles": "CC[C@@H](Cl)N1c2ccccc2Sc2ccccc21.C1CCOC1.C1CCOC1.C1CCOC1.C1CCOC1.C1CCOC1.C1CCOC1"}